{
  "formula": "C26H29F6N5O8RuS3Si",
  "method": "ωB97M-V with the def2-TZVPD basis set",
  "symbols": ["Ru", "C", "Si", "C", "C", "N", "C", "C", "C", "C", "C", "C", "O", "C", "C", "C", "C", "C", "C", "H", "H", "H", "H", "H", "H", "H", "H", "H", "H", "H", "H", "H", "H", "H", "H", "H", "H", "F", "C", "F", "F", "S", "O", "O", "N", "S", "O", "O", "C", "F", "F", "F", "C", "C", "C", "C", "C", "C", "O", "N", "C", "O", "N", "C", "O", "H", "H", "H", "H", "H", "H", "H", "H", "H", "H", "H", "S", "C", "N"],
  "coordinates": [[0.2669, 0.2735, 0.5611], [0.9315, -1.0620, 3.8090], [-0.8826, -1.0756, 3.3654], [-1.7396, 0.2058, 4.4362], [-1.3957, -2.8382, 3.7699], [-1.1687, -0.7028, 1.6528], [-2.3666, -1.1738, 1.0976], [-3.4969, -1.5003, 1.8594], [-4.6093, -2.1178, 1.3113], [-4.6302, -2.4417, -0.0354], [-3.5640, -2.0588, -0.8361], [-2.4954, -1.3736, -0.2879], [-1.4603, -0.9003, -1.0538], [-1.6630, -0.5167, -2.3703], [-2.8272, 0.1190, -2.7783], [-2.9229, 0.5698, -4.0859], [-1.8703, 0.4015, -4.9745], [-0.7049, -0.2154, -4.5438], [-0.6028, -0.6753, -3.2412], [1.0086, -1.6235, 4.7459], [1.3334, -0.0676, 3.9946], [1.5566, -1.5665, 3.0705], [-1.3878, 0.1391, 5.4696], [-2.8268, 0.1199, 4.4452], [-1.4877, 1.2000, 4.0572], [-1.1435, -3.0308, 4.8171], [-0.7935, -3.5192, 3.1618], [-2.4415, -3.0921, 3.6183], [-3.5041, -1.2572, 2.9115], [-5.4551, -2.3520, 1.9454], [-5.4699, -2.9687, -0.4685], [-3.5607, -2.2755, -1.8955], [-3.6288, 0.2966, -2.0748], [-3.8245, 1.0793, -4.4021], [-1.9529, 0.7652, -5.9905], [0.1414, -0.3372, -5.2066], [0.2988, -1.1525, -2.8948], [4.9626, 0.0256, -0.6808], [4.6898, 0.1085, -1.9796], [5.4646, -0.7548, -2.6357], [4.9853, 1.3443, -2.3945], [2.9052, -0.2209, -2.3158], [2.1949, 0.5929, -1.3575], [2.7593, 0.0834, -3.7045], [2.8076, -1.7682, -2.0677], [1.9085, -2.5387, -1.0495], [1.2937, -1.7082, -0.0280], [1.0633, -3.4990, -1.6826], [3.1622, -3.5623, -0.1378], [2.6810, -3.8748, 1.0642], [3.3756, -4.6945, -0.8138], [4.3197, -2.9358, -0.0026], [1.6907, 2.8429, 5.0208], [2.1261, 3.7577, 3.8827], [2.7295, 3.0078, 2.6884], [3.0489, 4.0190, 1.5545], [3.6872, 3.4177, 0.3081], [4.0321, 2.3488, 3.1041], [4.8794, 2.9275, 3.7520], [4.2166, 1.0605, 2.6813], [3.3123, 0.2463, 1.9789], [3.6325, -0.8901, 1.7207], [2.0984, 0.7987, 1.6769], [1.7379, 2.0158, 2.1238], [0.5482, 2.3321, 1.9886], [1.3096, 3.4257, 5.8602], [2.5262, 2.2432, 5.3905], [0.8939, 2.1692, 4.7016], [2.8839, 4.4590, 4.2341], [1.2750, 4.3314, 3.5146], [3.7041, 4.7756, 1.9922], [2.1052, 4.5042, 1.2970], [4.6406, 2.9349, 0.5344], [3.8837, 4.2012, -0.4240], [3.0410, 2.6793, -0.1698], [5.0888, 0.6131, 2.9238], [-2.0612, 4.0568, -0.9848], [-1.2097, 2.7115, -0.7843], [-0.5931, 1.7139, -0.6652]],
  "forces_ev_per_a": [[-0.19, 0.02, -0.15], [-0.01, 0.01, 0.03], [0.03, -0.03, -0.09], [0.02, -0.02, 0.02], [0.03, -0.01, 0.02], [-0.31, -0.16, 0.21], [0.06, 0.13, 0.02], [-0.07, 0.02, 0.01], [0.01, 0.02, 0.03], [0.05, 0.01, -0.03], [-0.08, -0.02, 0.01], [0.08, 0.03, -0.06], [0.35, -0.35, -0.07], [-0.16, 0.22, -0.02], [0.05, 0.13, 0.01], [-0.04, -0.01, 0.03], [0.04, -0.02, -0.02], [-0.04, 0.00, 0.00], [0.01, -0.11, 0.05], [0.01, 0.01, 0.00], [0.01, 0.01, -0.02], [0.01, 0.02, -0.02], [0.00, -0.01, -0.01], [0.00, 0.01, 0.00], [0.00, 0.00, 0.00], [-0.01, 0.00, -0.01], [-0.01, 0.00, -0.01], [0.00, 0.01, 0.00], [0.00, -0.02, 0.01], [0.01, -0.01, 0.01], [0.00, 0.01, 0.00], [-0.02, 0.03, 0.00], [0.00, -0.01, -0.01], [0.00, 0.00, 0.00], [0.00, 0.01, 0.00], [0.00, 0.03, -0.01], [0.03, -0.09, -0.03], [0.00, -0.03, 0.02], [-0.04, 0.00, 0.00], [0.00, 0.02, -0.01], [0.00, -0.01, 0.02], [-0.06, 0.06, 0.05], [0.03, -0.06, -0.02], [0.03, -0.02, -0.02], [-0.09, -0.08, -0.05], [0.11, 0.19, 0.05], [0.04, -0.12, 0.03], [-0.04, -0.03, -0.03], [0.01, 0.05, 0.00], [0.01, -0.02, 0.00], [0.01, -0.01, 0.00], [-0.01, 0.00, 0.01], [0.02, -0.01, 0.01], [0.01, -0.01, 0.00], [0.00, 0.00, 0.02], [0.00, 0.03, 0.02], [0.00, -0.02, 0.00], [-0.02, -0.03, -0.03], [0.02, 0.02, -0.02], [0.01, 0.00, 0.04], [-0.04, 0.03, -0.04], [0.02, -0.01, -0.01], [0.14, 0.10, 0.06], [-0.04, -0.01, -0.02], [-0.02, -0.01, -0.01], [0.00, 0.00, 0.00], [0.00, 0.00, -0.01], [0.00, 0.00, -0.01], [-0.01, 0.01, 0.00], [-0.01, -0.01, 0.00], [0.01, -0.01, 0.00], [0.00, -0.01, -0.01], [0.00, 0.00, 0.00], [-0.01, 0.00, 0.00], [0.00, 0.01, 0.00], [0.00, 0.01, 0.01], [-0.04, 0.06, -0.01], [0.03, -0.11, -0.06], [0.07, 0.15, 0.09]],
  "total_energy_ev": -110537.93494,
  "lumo_ev": [2.5449, 0.8560],
  "total_charge": -1,
  "multiplicity": 6,
  "orbital_gap_ev": [8.142, 6.503],
  "s2": 8.77
}

---

{
  "formula": "C26H29IN3PRe",
  "method": "ωB97M-V with the def2-TZVPD basis set",
  "symbols": ["Re", "N", "C", "C", "N", "C", "C", "N", "H", "H", "H", "H", "H", "H", "H", "H", "H", "H", "H", "H", "H", "I", "C", "C", "C", "C", "C", "C", "C", "C", "C", "P", "C", "C", "C", "C", "C", "C", "C", "C", "C", "C", "C", "C", "C", "H", "H", "H", "H", "H", "H", "H", "H", "H", "H", "H", "H", "H", "H", "H", "H"],
  "coordinates": [[-0.0775, 1.7283, -0.4631], [-2.0480, 1.5228, -1.4106], [-3.1327, 2.2318, -0.6497], [-2.6833, 2.3962, 0.7874], [-1.2656, 2.8990, 0.8376], [-1.1200, 4.3864, 0.5807], [-0.9147, 4.6717, -0.8888], [0.1149, 3.7163, -1.4000], [-2.0540, 1.8432, -2.3813], [-2.2666, 0.5270, -1.4888], [-4.0606, 1.6618, -0.6940], [-3.3342, 3.1886, -1.1244], [-2.6895, 1.4375, 1.3067], [-3.3309, 3.0803, 1.3386], [-0.9749, 2.7688, 1.8069], [-0.2546, 4.7225, 1.1556], [-1.9952, 4.9052, 0.9736], [-0.5900, 5.7038, -1.0286], [-1.8221, 4.5424, -1.4737], [1.0425, 4.0945, -1.1912], [0.0889, 3.7058, -2.4222], [2.2555, 1.9328, 0.8570], [3.4583, 0.2812, 0.2652], [4.7580, 0.6679, 0.0552], [5.7442, -0.3086, -0.1477], [5.3908, -1.6260, -0.0739], [4.0489, -2.0234, 0.1482], [3.7630, -3.4057, 0.2335], [2.4862, -3.8580, 0.4295], [1.4507, -2.9264, 0.4912], [1.6667, -1.5536, 0.4230], [0.0764, -0.6987, 0.2623], [-0.8754, -1.1361, 1.7366], [-0.1693, -1.2903, 2.9688], [-0.8251, -1.7103, 4.0946], [-2.2073, -1.9539, 4.0347], [-2.9288, -1.7556, 2.8283], [-2.2742, -1.3323, 1.7028], [-0.6336, -1.3791, -1.2505], [-0.0166, -0.8341, -2.3910], [-0.4038, -1.2344, -3.6584], [-1.4077, -2.1916, -3.7904], [-2.0108, -2.7412, -2.6646], [-1.6287, -2.3412, -1.3872], [3.0006, -1.0569, 0.2926], [5.0493, 1.7104, 0.0564], [6.7661, -0.0047, -0.3282], [6.1402, -2.3990, -0.1864], [4.5844, -4.1051, 0.1376], [2.2700, -4.9147, 0.5005], [0.4372, -3.3104, 0.5601], [0.8982, -1.1103, 2.9961], [-0.2956, -1.8616, 5.0262], [-2.7370, -2.2872, 4.9202], [-3.9924, -1.9562, 2.8163], [-2.8210, -1.2065, 0.7763], [0.8391, -0.1506, -2.2883], [0.0853, -0.8320, -4.5357], [-1.7049, -2.5238, -4.7766], [-2.7712, -3.5029, -2.7779], [-2.0974, -2.8039, -0.5273]],
  "forces_ev_per_a": [[-0.38, -0.36, -0.43], [0.05, -0.03, -0.05], [-0.05, 0.02, 0.08], [-0.04, -0.03, -0.11], [0.17, -0.04, 0.32], [0.01, 0.02, 0.00], [-0.07, 0.06, 0.01], [0.15, -0.01, -0.08], [0.01, -0.02, 0.02], [0.00, 0.02, -0.02], [0.01, 0.01, 0.00], [0.02, -0.02, -0.01], [-0.01, -0.02, 0.01], [0.01, 0.01, -0.03], [-0.01, -0.02, -0.04], [0.00, -0.02, 0.00], [0.01, 0.00, 0.00], [-0.01, -0.02, 0.00], [0.02, 0.00, 0.00], [-0.04, -0.01, -0.05], [0.00, -0.01, 0.03], [0.12, 0.00, 0.06], [0.12, 0.10, -0.01], [-0.12, 0.04, 0.01], [-0.01, -0.10, 0.00], [-0.02, 0.05, 0.00], [0.03, 0.06, 0.00], [-0.10, -0.04, 0.02], [0.08, 0.01, -0.01], [-0.06, -0.03, 0.07], [-0.05, -0.02, 0.10], [0.07, -0.02, 0.34], [0.16, 0.07, -0.33], [0.14, -0.02, 0.20], [0.14, -0.01, 0.03], [0.05, -0.05, 0.17], [-0.13, 0.06, -0.22], [-0.26, -0.04, -0.06], [0.02, 0.19, -0.05], [-0.07, 0.21, 0.13], [-0.03, 0.00, -0.08], [0.01, -0.01, -0.01], [0.04, -0.02, -0.05], [-0.09, 0.05, 0.05], [-0.02, 0.01, -0.04], [-0.02, 0.02, 0.01], [0.01, -0.01, 0.01], [0.01, 0.00, 0.00], [0.00, -0.01, 0.00], [0.01, -0.01, -0.01], [0.01, 0.01, 0.00], [0.02, 0.01, 0.02], [0.03, 0.02, -0.01], [0.00, 0.01, 0.01], [-0.02, 0.00, -0.04], [-0.02, 0.02, 0.06], [0.07, -0.03, 0.02], [0.00, -0.01, -0.01], [-0.01, 0.00, 0.00], [0.00, -0.01, -0.01], [0.06, -0.01, -0.05]],
  "total_energy_ev": -51380.06344,
  "lumo_ev": [-13.2688, -15.7578],
  "total_charge": 4,
  "relative_energy_kcal_mol": 10.93,
  "multiplicity": 4,
  "orbital_gap_ev": [6.040, 3.398],
  "s2": 3.79
}

---

{
  "formula": "C26H29IN4O5SY",
  "method": "ωB97M-V with the def2-TZVPD basis set",
  "symbols": ["Y", "C", "C", "N", "C", "C", "C", "O", "C", "C", "N", "C", "C", "C", "C", "C", "C", "I", "C", "O", "H", "H", "H", "H", "H", "H", "H", "H", "H", "H", "H", "H", "C", "O", "C", "C", "C", "C", "C", "C", "O", "C", "O", "C", "H", "H", "H", "H", "H", "H", "H", "H", "H", "C", "N", "C", "N", "S", "H", "H", "H", "H", "H", "H", "C", "H", "H"],
  "coordinates": [[-0.9100, 0.4261, 0.4700], [-3.5463, 3.5475, -1.0991], [-2.5383, 2.9501, -2.0381], [-2.6203, 3.2541, -3.2819], [-1.6529, 2.7608, -4.1529], [-0.5361, 2.1154, -3.7690], [0.4656, 1.6513, -4.7892], [0.5822, 0.2293, -4.8396], [-0.3328, 1.8098, -2.3653], [0.8506, 1.3161, -1.9043], [1.1086, 0.9328, -0.6157], [2.2603, 0.3105, -0.2924], [3.1688, -0.3087, -1.1911], [4.2956, -0.9763, -0.7584], [4.6045, -1.0827, 0.5942], [3.7495, -0.4899, 1.5147], [2.6443, 0.1949, 1.0635], [1.3649, 1.1174, 2.5139], [-1.5490, 1.9751, -1.4559], [-1.1485, 2.3412, -0.1423], [-4.4695, 3.7544, -1.6364], [-3.1552, 4.4937, -0.7131], [-3.7339, 2.8912, -0.2486], [-1.8337, 2.9878, -5.1985], [1.4502, 2.0970, -4.5899], [0.1542, 1.9627, -5.7873], [0.4632, -0.0983, -3.9398], [1.6923, 1.2903, -2.5961], [2.9500, -0.2908, -2.2510], [4.9455, -1.4398, -1.4923], [5.4870, -1.6114, 0.9291], [3.9507, -0.5596, 2.5755], [2.8545, -5.5823, -0.7842], [1.9606, -5.9596, 0.2425], [1.1182, -4.9997, 0.7037], [0.2229, -5.4254, 1.7130], [-0.6585, -4.5309, 2.2424], [-0.7128, -3.1841, 1.8176], [-1.6409, -2.2520, 2.3879], [-2.7117, -2.7457, 3.3403], [-1.6204, -1.0338, 2.1491], [0.1759, -2.7526, 0.7710], [0.1667, -1.5816, 0.2821], [1.1004, -3.7091, 0.2536], [3.4231, -6.4760, -1.0319], [3.5380, -4.7961, -0.4518], [2.3191, -5.2356, -1.6723], [0.2630, -6.4548, 2.0429], [-1.3269, -4.8624, 3.0269], [-3.2749, -3.5676, 2.8994], [-3.3807, -1.9152, 3.5531], [-2.2610, -3.0885, 4.2730], [1.7749, -3.3455, -0.5104], [-0.4994, 4.9745, 1.9797], [-1.4891, 3.9255, 1.8379], [-1.7699, 3.0848, 2.8297], [-1.2201, 3.3198, 4.0622], [-2.8579, 1.8146, 2.6346], [-0.5879, 5.6435, 1.1264], [0.5247, 4.5834, 2.0036], [-0.6832, 5.5492, 2.8891], [-1.4971, 3.4386, 0.9095], [-0.2905, 3.7155, 4.0868], [-1.3749, 2.5658, 4.7108], [-2.2752, 0.5871, -1.3425], [-3.3574, 0.7276, -1.2272], [-2.1133, 0.0163, -2.2613]],
  "forces_ev_per_a": [[0.23, -2.34, 1.72], [0.11, -0.10, 0.06], [-0.09, 0.10, -0.22], [-0.19, 0.17, 0.27], [0.29, -0.13, -0.04], [-0.08, 0.08, -0.26], [-0.04, 0.06, 0.06], [0.09, -0.07, -0.05], [0.09, 0.06, 0.35], [0.07, 0.25, -0.10], [-0.05, 0.04, 0.08], [0.44, -0.11, -0.03], [-0.18, 0.10, -0.07], [0.10, -0.02, 0.12], [0.04, -0.04, -0.03], [0.04, 0.00, -0.02], [-0.38, 0.22, 0.28], [0.74, -0.11, 0.07], [0.10, -0.42, -0.50], [-0.39, 2.50, -0.80], [0.00, 0.02, -0.03], [-0.02, -0.03, 0.08], [-0.01, 0.06, 0.03], [0.03, -0.09, -0.01], [-0.01, -0.03, -0.03], [-0.01, 0.07, 0.04], [-0.05, 0.03, 0.03], [-0.08, -0.10, -0.09], [-0.04, -0.01, 0.01], [-0.01, 0.01, -0.02], [-0.01, -0.01, 0.00], [0.00, 0.03, 0.00], [0.11, -0.02, -0.09], [-0.01, -0.03, 0.02], [-0.13, 0.13, 0.08], [-0.03, -0.21, 0.11], [0.02, 0.03, -0.02], [0.12, 0.14, -0.21], [0.05, -0.12, 0.09], [0.03, 0.15, -0.03], [-0.37, -0.20, 0.14], [-0.06, -0.10, 0.17], [0.07, -0.15, -0.20], [0.14, 0.05, -0.15], [0.00, 0.01, 0.00], [-0.03, 0.00, 0.01], [-0.01, 0.00, 0.03], [0.00, 0.01, 0.01], [-0.02, -0.02, -0.01], [0.01, -0.04, 0.04], [0.02, 0.00, 0.02], [-0.02, -0.05, 0.00], [-0.04, 0.01, 0.02], [-0.01, -0.02, 0.04], [0.51, -0.03, 0.37], [-0.30, 0.35, 0.10], [0.19, 0.02, -0.03], [0.09, -0.32, 0.05], [0.04, -0.01, 0.00], [0.00, -0.01, -0.01], [-0.01, 0.04, -0.04], [-0.30, 0.10, -0.34], [-0.09, 0.08, 0.01], [-0.05, -0.01, 0.02], [-0.62, -0.01, -1.24], [0.04, 0.04, 0.11], [-0.07, 0.00, 0.02]],
  "total_energy_ev": -63613.79897,
  "lumo_ev": 2.1193,
  "total_charge": -1,
  "relative_energy_kcal_mol": 26.00,
  "orbital_gap_ev": 5.618
}